ORCA calculation (the ωB97M-V functional and the def2-TZVPD basis) on 6 unconnected molecules or ions with the total composition C22H54NO19PS5.

Geometry as XYZ:
```
102
Properties=species:S:1:pos:R:3
C -1.451 6.129 -0.245
P -2.301 5.331 -1.627
O -1.233 5.735 -2.813
C -2.014 3.477 -1.355
C -0.974 2.950 -2.326
N -1.567 3.192 -0.007
O -3.219 2.720 -1.692
C -4.385 3.177 -1.168
O -4.584 3.223 0.004
C -5.422 3.547 -2.192
C -6.651 4.143 -1.513
C -7.520 4.953 -2.398
O -6.599 5.497 -1.309
H -1.840 7.125 -0.069
H -1.480 5.561 0.675
H -0.404 6.247 -0.526
H -1.596 5.482 -3.667
H -0.009 3.398 -2.143
H -0.950 1.871 -2.215
H -1.315 3.127 -3.341
H -1.777 2.220 0.194
H -2.106 3.732 0.658
H -5.738 2.653 -2.729
H -5.025 4.312 -2.851
H -7.145 3.529 -0.769
H -8.439 5.396 -2.058
H -7.044 5.297 -3.304
O -0.081 1.114 -4.538
S 0.454 -0.204 -4.376
O 1.795 -0.370 -3.902
O 0.275 -1.002 -5.734
C 0.802 -0.408 -6.942
C 2.312 -0.484 -7.030
C -0.624 -1.177 -3.392
H 0.447 0.621 -7.021
H 0.346 -0.976 -7.749
H 2.789 0.120 -6.260
H 2.642 -0.119 -8.003
H 2.652 -1.512 -6.903
H -1.640 -1.073 -3.761
H -0.553 -0.801 -2.373
H -0.295 -2.213 -3.430
O -1.474 -3.357 -0.740
S -0.163 -3.772 -0.333
O 0.724 -4.383 -1.277
O -0.286 -4.689 0.944
C -1.141 -5.856 0.872
C -0.530 -6.972 0.048
C 0.674 -2.425 0.426
H -2.124 -5.574 0.491
H -1.265 -6.188 1.900
H -0.439 -6.695 -1.001
H -1.159 -7.860 0.113
H 0.468 -7.213 0.412
H 0.016 -1.971 1.163
H 0.912 -1.714 -0.363
H 1.589 -2.795 0.882
O 0.412 8.104 4.857
S 0.649 7.985 3.451
O 0.541 6.717 2.802
O 2.059 8.628 3.115
C 3.213 8.135 3.836
C 3.660 6.764 3.374
C -0.344 9.151 2.586
H 2.999 8.149 4.906
H 3.990 8.871 3.647
H 2.915 6.003 3.600
H 4.588 6.493 3.877
H 3.824 6.757 2.297
H -0.242 10.123 3.060
H -1.370 8.797 2.655
H -0.023 9.181 1.549
O -0.565 -5.252 5.592
S -0.838 -6.653 5.522
O -1.524 -7.200 4.391
O -1.579 -7.100 6.850
C -2.787 -6.393 7.220
C -3.978 -6.763 6.360
C 0.645 -7.562 5.774
H -2.593 -5.320 7.199
H -2.964 -6.675 8.255
H -3.841 -6.443 5.329
H -4.874 -6.281 6.751
H -4.127 -7.842 6.356
H 1.156 -7.169 6.647
H 1.250 -7.425 4.881
H 0.393 -8.612 5.901
O 4.195 -3.322 -0.135
S 4.523 -3.532 -1.515
O 4.597 -4.856 -2.047
O 5.882 -2.769 -1.832
C 7.031 -3.073 -1.011
C 7.646 -4.421 -1.327
C 3.472 -2.562 -2.529
H 6.751 -2.996 0.040
H 7.740 -2.275 -1.222
H 6.971 -5.237 -1.075
H 8.565 -4.548 -0.753
H 7.877 -4.498 -2.389
H 3.435 -1.547 -2.147
H 2.487 -3.026 -2.483
H 3.850 -2.581 -3.547
```

Computed properties:
Kohn-Sham gap in eV: 8.9
Spin multiplicity: 1
SMILES: CP(O)[C@@](C)(N)OC(=O)C[C@@H]1CO1.CCOS(C)(=O)=O.CCOS(C)(=O)=O.CCOS(C)(=O)=O.CCOS(C)(=O)=O.CCOS(C)(=O)=O

---

ORCA calculation (the ωB97M-V functional and the def2-TZVPD basis) on a molecular structure, C22H55AlF10O16PS.

Geometry as XYZ:
```
106
Properties=species:S:1:pos:R:3
C -1.191 1.037 0.646
P -1.617 -0.492 -0.318
C -1.728 0.246 -2.019
Al -3.887 -0.974 0.200
O -3.940 -1.494 1.893
C -4.971 0.718 -0.019
C -6.458 0.620 0.393
C -7.372 0.410 -0.780
F -7.131 -0.762 -1.424
F -7.192 1.410 -1.710
C -8.913 0.506 -0.483
F -9.573 0.779 -1.611
F -9.134 1.513 0.376
S -9.747 -1.062 0.224
F -9.989 -0.380 1.650
F -8.366 -1.622 0.757
F -9.532 -1.780 -1.165
F -11.174 -0.527 -0.247
F -10.460 -2.367 0.769
C -4.457 -2.394 -1.152
C -5.448 -3.410 -0.766
O -6.280 -3.951 -1.433
F -5.384 -3.762 0.542
H -1.182 0.799 1.708
H -1.923 1.830 0.468
H -0.213 1.404 0.333
H -0.741 0.365 -2.465
H -2.207 1.230 -1.979
H -2.340 -0.385 -2.665
H -4.824 -1.502 2.269
H -4.498 1.469 0.619
H -4.861 1.079 -1.044
H -6.774 1.508 0.941
H -6.580 -0.218 1.083
H -3.539 -2.938 -1.407
H -4.839 -1.963 -2.079
C 2.679 -1.479 -0.314
C 2.496 -2.108 1.049
O 1.206 -2.714 1.176
O 1.689 -0.510 -0.587
H 3.647 -0.980 -0.358
H 2.648 -2.259 -1.092
H 2.543 -1.344 1.824
H 3.281 -2.853 1.239
H 1.170 -3.475 0.587
H 0.823 -0.876 -0.312
C 6.297 2.316 -1.113
C 5.970 1.770 0.258
O 5.414 0.456 0.152
O 5.140 2.361 -1.935
H 6.686 3.329 -1.038
H 7.065 1.687 -1.588
H 5.202 2.381 0.728
H 6.859 1.761 0.896
H 6.119 -0.143 -0.115
H 4.628 1.564 -1.750
C 1.108 -5.593 4.150
C 0.915 -4.122 4.438
O 2.036 -3.381 3.967
O 2.318 -6.059 4.741
H 0.289 -6.185 4.559
H 1.144 -5.752 3.065
H 0.875 -3.958 5.515
H -0.012 -3.756 3.988
H 1.994 -3.399 3.000
H 2.955 -5.343 4.618
C 7.894 4.769 -3.022
C 8.514 5.567 -4.144
O 9.714 4.919 -4.602
O 8.807 4.594 -1.944
H 7.015 5.282 -2.633
H 7.582 3.785 -3.398
H 8.827 6.545 -3.778
H 7.804 5.700 -4.959
H 9.452 4.120 -5.068
H 9.667 4.432 -2.352
C 5.708 -8.493 3.126
C 4.994 -9.345 4.153
O 4.674 -8.571 5.305
O 6.885 -7.922 3.675
H 6.005 -9.096 2.266
H 5.035 -7.698 2.777
H 5.655 -10.139 4.499
H 4.094 -9.797 3.722
H 3.978 -7.949 5.060
H 6.654 -7.653 4.573
C -9.460 3.457 4.488
C -8.809 3.330 3.128
O -7.691 2.446 3.191
O -8.533 3.925 5.455
H -10.286 4.168 4.453
H -9.856 2.480 4.798
H -8.414 4.296 2.814
H -9.530 2.983 2.383
H -8.029 1.551 3.301
H -7.699 3.477 5.264
C 5.806 7.442 -6.872
C 5.283 6.582 -8.001
O 4.029 6.002 -7.649
O 5.927 6.689 -5.675
H 6.794 7.836 -7.114
H 5.127 8.290 -6.707
H 5.957 5.743 -8.170
H 5.203 7.161 -8.926
H 3.363 6.697 -7.636
H 5.147 6.119 -5.632
```

Computed properties:
Kohn-Sham gap in eV: 6.0
Total charge: -1
Spin multiplicity: 1

---

ORCA calculation (the ωB97M-V functional and the def2-TZVPD basis) on 3 unconnected molecules or ions with the total composition C22H56BNO11P2Si.

Geometry as XYZ:
```
94
Properties=species:S:1:pos:R:3
C -2.618 -0.957 -0.845
O -3.264 -1.339 -2.052
C -4.077 -0.313 -2.587
C -4.041 -0.351 -4.141
C -4.081 1.095 -4.719
C -2.728 1.622 -5.282
Si -1.189 1.265 -4.216
C -0.271 2.837 -3.631
C 0.144 2.633 -2.133
C 1.666 2.727 -1.900
O -0.479 3.640 -1.318
B -0.017 0.033 -5.294
O 0.036 0.301 -6.678
N 0.725 -1.105 -4.735
C -0.151 -2.101 -4.102
C 1.824 -0.685 -3.853
H -1.726 -1.588 -0.759
H -2.272 0.087 -0.857
H -3.316 -1.100 -0.007
H -5.135 -0.403 -2.278
H -3.770 0.689 -2.248
H -4.985 -0.826 -4.449
H -3.240 -0.980 -4.544
H -4.783 1.071 -5.566
H -4.524 1.767 -3.975
H -2.821 2.722 -5.330
H -2.618 1.307 -6.327
H -1.578 0.508 -3.011
H 0.601 3.090 -4.243
H -0.958 3.695 -3.619
H -0.183 1.661 -1.737
H 2.124 1.732 -1.845
H 1.842 3.257 -0.956
H 2.178 3.313 -2.674
H -1.287 3.293 -0.924
H -0.454 -0.432 -7.088
H 0.356 -3.077 -4.095
H -0.374 -1.786 -3.067
H -1.073 -2.236 -4.682
H 2.429 -1.577 -3.642
H 1.375 -0.324 -2.908
H 2.473 0.054 -4.335
O 2.444 -2.932 0.028
P 3.416 -3.784 0.785
O 4.850 -3.046 0.507
C 5.110 -1.800 1.150
C 5.311 -1.952 2.648
O 3.548 -5.062 -0.235
C 2.613 -5.246 -1.297
C 3.074 -4.558 -2.568
O 4.044 -4.740 2.000
C 3.145 -5.110 3.062
C 1.952 -5.900 2.559
H 4.298 -1.097 0.938
H 6.019 -1.401 0.699
H 4.376 -2.234 3.142
H 5.652 -1.014 3.089
H 6.041 -2.732 2.864
H 1.621 -4.906 -0.998
H 2.531 -6.320 -1.474
H 3.456 -3.554 -2.386
H 2.257 -4.491 -3.289
H 3.888 -5.122 -3.026
H 2.811 -4.208 3.584
H 3.718 -5.708 3.770
H 1.329 -5.299 1.888
H 1.330 -6.227 3.393
H 2.278 -6.776 1.999
O -1.058 4.489 5.631
P -1.433 3.409 4.666
O -1.636 4.217 3.260
C -0.480 4.713 2.585
C 0.365 3.598 1.997
O -3.000 3.165 5.089
C -3.519 3.692 6.309
C -4.095 5.083 6.115
O -1.449 1.918 3.910
C -0.659 0.877 4.515
C -1.100 0.569 5.934
H 0.113 5.328 3.269
H -0.838 5.360 1.785
H 0.837 3.006 2.789
H 1.155 4.003 1.366
H -0.247 2.919 1.405
H -2.755 3.683 7.087
H -4.307 3.015 6.642
H -3.446 5.718 5.513
H -4.261 5.567 7.080
H -5.052 5.027 5.593
H 0.395 1.169 4.498
H -0.766 -0.008 3.888
H -0.948 1.428 6.595
H -0.531 -0.270 6.336
H -2.161 0.322 5.962
```

Computed properties:
Kohn-Sham gap in eV: 7.6
Spin multiplicity: 1
SMILES: COCCCC[Si@H](C[C@@H](C)O)B(O)N(C)C.CCOP(=O)(OCC)OCC.CCOP(=O)(OCC)OCC

---

Summary of HOMO level in eV
-8.3 -4.3 -8.0
(order as listed above)
Summary of LUMO energy in hartree
0.0220 0.0609 -0.0128
(order as listed above)